Entry P
ORCA calculation (ωB97M-V/def2-TZVPD) on 2 unconnected molecules or ions with the total composition C4H10O3.

Summary:
SMILES = CC(C)=CO.OO
orbital gap = 8.78 eV

Geometry as ORCA input:
```
! wB97M-V def2-TZVPD RIJCOSX def2/J DEFGRID3
* xyz 0 1
C -1.369 -1.022 -0.340
C 0.979 -0.484 -1.189
C -0.268 -0.025 -0.510
C -0.509 1.311 -0.204
O 0.280 2.292 -0.800
H 0.946 2.609 -0.177
H -1.544 1.636 -0.089
H -1.818 -1.237 -1.317
H -0.987 -1.955 0.080
H 1.273 -1.472 -0.830
H 1.802 0.214 -1.040
H 0.793 -0.561 -2.267
H -2.163 -0.644 0.306
O 0.556 0.255 1.792
O 0.612 -0.899 2.666
H 1.571 -1.056 2.656
H -0.154 1.039 1.265
*
```

=====

Entry Q
ORCA calculation (ωB97M-V/def2-TZVPD) on 2 unconnected molecules or ions with the total composition C4H10O3.

Summary:
SMILES = C[C@H](O)CC=O.O
orbital gap = 9.92 eV

Geometry as ORCA input:
```
! wB97M-V def2-TZVPD RIJCOSX def2/J DEFGRID3
* xyz 0 1
O 3.658 0.063 -1.061
C 2.428 -0.052 -1.078
C 1.517 0.944 -0.425
C 0.107 0.499 -0.243
C -0.454 1.297 1.046
O -0.095 -0.894 -0.014
H 1.950 -0.919 -1.676
H 1.856 1.081 0.600
H 1.577 1.788 -1.069
H -0.591 0.765 -1.040
H -0.046 0.624 1.821
H 0.054 2.268 0.984
H -1.482 1.478 0.950
H -0.950 -1.113 0.376
H -3.703 -2.800 0.892
H -2.956 -2.631 -0.478
O -2.870 -2.395 0.414
*
```

=====

Which of them is the most stable? Correct choice: entry Q.

=====

Entry P
ORCA calculation (ωB97M-V/def2-TZVPD) on 3 unconnected molecules or ions with the total composition C5H13O3.

Summary:
orbital gap = 7.89 eV

Geometry as ORCA input:
```
! wB97M-V def2-TZVPD RIJCOSX def2/J DEFGRID3
* xyz -1 1
C -1.425 -0.825 0.780
O -0.535 -0.072 1.618
C -1.010 -0.706 -0.685
C 0.467 -1.059 -1.004
C 1.539 -0.475 -0.098
C 2.310 -1.310 0.571
H -2.455 -0.499 0.940
H -1.218 -1.853 1.117
H -1.577 -1.391 -1.316
H -1.164 0.336 -0.881
H 0.608 -0.843 -2.070
H 0.581 -2.151 -0.933
H 1.581 0.607 -0.086
H 2.376 -2.384 0.429
H 3.099 -0.990 1.256
H -0.327 2.651 0.060
H 1.060 2.938 -0.507
O 0.686 2.769 0.370
H -2.218 1.876 -0.735
H -0.644 0.866 1.376
O -1.736 2.516 -0.205
*
```

=====

Entry Q
ORCA calculation (ωB97M-V/def2-TZVPD) on 2 unconnected molecules or ions with the total composition C5H13O3.

Summary:
orbital gap = 6.16 eV

Geometry as ORCA input:
```
! wB97M-V def2-TZVPD RIJCOSX def2/J DEFGRID3
* xyz -1 1
C -1.470 -0.928 1.099
O -2.428 -1.827 1.186
C -0.433 -1.293 -0.084
C 0.778 -0.345 -0.213
C 0.404 1.135 -0.601
C -0.021 1.283 -2.038
O 1.059 1.306 -2.970
H -1.868 0.093 0.885
H -0.804 -0.911 2.063
H -0.017 -2.304 0.040
H -0.880 -1.289 -1.092
H 1.532 -0.767 -0.891
H 1.280 -0.190 0.743
H -0.502 1.308 0.026
H 0.995 1.886 -0.088
H -0.693 0.468 -2.346
H -0.557 2.205 -2.276
H 1.686 0.601 -2.841
H 0.212 -0.264 2.480
H 1.051 -0.449 3.710
O 0.675 0.282 3.211
*
```

=====

Which of them is the most stable? Correct choice: entry P.

=====

Entry P
ORCA calculation (ωB97M-V/def2-TZVPD) on C3H9N3S in the gas phase.

Summary:
SMILES = [H]/N=C(\NS)NCC
orbital gap = 9.95 eV

Geometry as ORCA input:
```
! wB97M-V def2-TZVPD RIJCOSX def2/J DEFGRID3
* xyz 0 1
C 1.749 1.948 -2.233
C 1.076 1.420 -0.966
C 0.285 -0.669 0.019
H 2.676 1.368 -2.507
H 1.930 3.024 -2.201
H 1.079 1.770 -3.077
H 0.137 1.916 -0.765
H 1.792 1.622 -0.126
H 1.586 -0.521 -1.510
H 0.125 -2.153 1.075
H -1.440 0.368 -0.266
H -1.539 0.172 2.665
N 0.832 0.017 -1.103
N 0.749 -1.771 0.413
N -0.873 0.005 0.491
S -1.873 -0.720 1.699
*
```

=====

Entry Q
ORCA calculation (ωB97M-V/def2-TZVPD) on C3H9N3S in the gas phase.

Summary:
SMILES = [H]/N=C(\CCN)NS
orbital gap = 9.13 eV

Geometry as ORCA input:
```
! wB97M-V def2-TZVPD RIJCOSX def2/J DEFGRID3
* xyz 0 1
C -0.887 2.059 0.401
C -0.824 0.486 0.780
C 0.409 -0.006 0.133
H 0.127 3.152 1.718
H 0.331 3.901 0.123
H -1.107 1.875 -0.712
H -1.914 2.514 0.550
H -1.006 0.229 1.859
H -1.618 -0.070 0.165
H 1.294 1.543 0.165
H 1.788 -1.429 -0.189
H -0.550 -3.049 0.379
N 0.262 2.830 0.677
N 1.528 0.671 -0.105
N 0.654 -1.362 -0.200
S -0.416 -2.429 -0.909
*
```

=====

Entry R
ORCA calculation (ωB97M-V/def2-TZVPD) on 2 unconnected molecules or ions with the total composition C3H9N3S.

Summary:
SMILES = C=NCCN=S.N
orbital gap (spin up / spin down) = 7.16 / 7.16 eV

Geometry as ORCA input:
```
! wB97M-V def2-TZVPD RIJCOSX def2/J DEFGRID3
* xyz 0 1
C -0.224 1.069 0.018
C 1.064 1.172 -0.812
C 2.326 -0.769 -1.096
N -2.560 -1.257 2.335
N -1.123 0.025 -0.327
N 1.978 0.171 -0.348
S -1.151 -0.703 -1.693
H 0.031 0.928 1.074
H -0.794 2.004 -0.059
H 0.819 1.073 -1.883
H 1.523 2.147 -0.630
H 2.997 -1.520 -0.700
H 2.007 -0.885 -2.140
H -1.759 -0.846 2.797
H -2.223 -2.039 1.784
H -2.911 -0.570 1.679
*
```

=====

Which of them is the most stable? Correct choice: entry P.

=====

Entry P
ORCA calculation (ωB97M-V/def2-TZVPD) on 7 unconnected molecules or ions with the total composition H14O7.

Summary:
SMILES = O.O.O.O.O.O.O
orbital gap = 8.11 eV

Geometry as ORCA input:
```
! wB97M-V def2-TZVPD RIJCOSX def2/J DEFGRID3
* xyz 0 1
H -1.013 2.546 -0.217
H -0.912 1.052 -0.480
H 0.929 1.082 3.542
H 1.412 -0.339 3.303
H 2.323 -1.018 0.041
H 1.102 -1.865 0.362
H -1.367 -3.351 0.933
H -0.568 -2.260 0.239
H -5.107 1.816 -0.017
H -6.051 1.283 -1.082
H 0.930 -3.244 -1.453
H 2.185 -2.438 -1.744
H 3.875 3.712 -2.058
H 2.533 3.476 -1.386
O -1.535 1.736 -0.211
O 1.732 0.550 3.493
O 1.924 -1.876 -0.142
O -1.361 -2.799 0.143
O -5.715 1.090 -0.200
O 1.224 -2.366 -1.721
O 3.459 3.214 -1.345
*
```

=====

Entry Q
ORCA calculation (ωB97M-V/def2-TZVPD) on 7 unconnected molecules or ions with the total composition H14O7.

Summary:
SMILES = O.O.O.O.O.O.O
orbital gap = 11.36 eV

Geometry as ORCA input:
```
! wB97M-V def2-TZVPD RIJCOSX def2/J DEFGRID3
* xyz 0 1
O -1.278 0.335 2.720
H -1.432 1.181 2.229
H -0.303 0.356 2.805
O -0.157 -2.450 -0.886
H 0.457 -1.931 -1.391
H 0.257 -3.301 -0.870
O -1.494 2.060 -0.386
H -2.425 2.173 -0.527
H -1.526 1.077 -0.244
O 0.846 1.793 -1.897
H 0.109 2.122 -1.316
H 1.739 2.125 -1.583
O 2.391 -0.083 -1.010
H 1.650 0.455 -1.331
H 2.651 -0.631 -1.709
O 1.273 -0.751 1.757
H 1.057 -1.592 1.288
H 1.521 -0.127 1.074
O -2.022 -0.650 0.274
H -1.507 -0.633 1.079
H -1.806 -1.528 -0.078
*
```

=====

Entry R
ORCA calculation (ωB97M-V/def2-TZVPD) on 7 unconnected molecules or ions with the total composition H14O7.

Summary:
SMILES = O.O.O.O.O.O.O
orbital gap = 10.92 eV

Geometry as ORCA input:
```
! wB97M-V def2-TZVPD RIJCOSX def2/J DEFGRID3
* xyz 0 1
H 0.856 0.473 -1.110
H -0.057 -0.371 -0.237
H -1.296 -3.092 -2.486
H -1.369 -1.676 -3.033
H -1.300 2.653 2.528
H -1.208 4.136 2.206
H 1.986 2.105 1.503
H 2.537 0.699 1.671
H 0.155 1.266 -3.961
H -0.297 2.687 -4.254
H 2.902 -2.164 2.236
H 4.311 -1.717 1.881
H -3.524 -2.969 1.506
H -2.639 -2.141 2.424
O 0.336 -0.338 -1.117
O -1.925 -2.403 -2.730
O -1.833 3.403 2.241
O 2.735 1.621 1.869
O -0.308 1.795 -4.620
O 3.434 -1.838 1.501
O -3.496 -2.131 1.982
*
```

=====

Entry S
ORCA calculation (ωB97M-V/def2-TZVPD) on 7 unconnected molecules or ions with the total composition H14O7.

Summary:
SMILES = O.O.O.O.O.O.O
orbital gap = 10.29 eV

Geometry as ORCA input:
```
! wB97M-V def2-TZVPD RIJCOSX def2/J DEFGRID3
* xyz 0 1
H -0.299 2.572 0.130
H -0.401 2.758 -1.375
H 1.487 -2.546 0.182
H 1.191 -1.768 1.453
H -3.725 -0.561 -0.272
H -3.340 -1.132 1.083
H 2.889 0.317 -1.905
H 1.948 1.211 -2.695
H 1.359 0.968 1.759
H 0.810 -0.155 0.893
H 0.049 -1.948 -1.342
H 0.339 -0.497 -1.692
H -1.554 0.535 2.527
H -0.711 0.259 1.293
O -0.580 2.121 -0.674
O 1.395 -1.648 0.519
O -4.078 -0.734 0.608
O 2.824 0.809 -2.731
O 1.425 0.017 1.615
O -0.386 -1.123 -1.587
O -0.644 0.545 2.211
*
```

=====

Which of them is the most stable? Correct choice: entry Q.